A structure of composition C15H56BNO24. Source: the OMol25 dataset; level of theory: wB97M-V/def2-TZVPD.

Calculated values
E_HOMO: -8.65 eV
E_LUMO: -0.67 eV
Gap between HOMO and LUMO: 0.2933 hartree
Net charge: 0
E_tot: -67762.563 eV

```
97
Properties=species:S:1:pos:R:3:forces:R:3:mulliken_charge:R:1
C 0.14327 -1.74903 2.76913 0.12 0.97 -6.42 -0.83
C 1.63778 -2.07354 2.27493 -2.52 4.44 -2.53 0.11
C 1.78780 -3.32457 1.43744 -1.57 -1.10 0.53 -0.46
C 1.07200 -3.35705 0.09014 1.13 1.67 -1.60 -0.58
N 1.05217 -4.70578 -0.67077 1.35 -0.77 3.16 0.76
C 2.34349 -5.11167 -1.26039 -5.79 12.46 -3.33 -2.50
C 2.40433 -4.47984 -2.72138 -0.92 -2.59 2.24 -0.40
C 0.90973 -4.23077 -3.06796 3.65 2.35 7.26 -0.98
C 0.16553 -4.70789 -1.77332 -1.19 2.74 -4.06 -1.04
C 0.70389 -5.85663 0.33623 0.36 4.49 1.21 -2.20
C -0.63242 -5.90436 0.90415 -2.06 1.89 -1.05 0.41
C -0.80722 -7.16269 1.66477 -0.23 -2.32 1.40 -1.42
H -0.08281 -0.69139 2.79182 0.59 0.29 1.09 -0.06
H -0.07191 -2.31907 3.55922 -1.22 -1.75 3.33 0.72
H -0.70393 -1.93772 1.89685 2.16 -0.37 1.91 -0.13
H 2.33949 -1.91271 3.09841 0.01 -0.52 -0.33 0.63
H 1.85483 -1.12100 1.47778 -0.19 -2.38 2.11 -0.42
H 1.24951 -4.17810 1.94543 1.50 0.74 0.27 0.15
H 2.83743 -3.34383 1.33661 1.34 -1.29 -0.25 0.28
H 1.41331 -2.47229 -0.61209 -0.71 -1.98 1.06 0.28
H 0.04368 -3.29473 0.28198 -1.56 0.88 0.17 0.44
H 2.51815 -5.96516 -1.33858 0.79 -13.93 -1.10 1.39
H 3.15575 -4.84864 -0.84632 5.40 3.08 4.33 0.94
H 2.80763 -5.42723 -3.10976 0.43 1.26 -1.55 0.25
H 2.99941 -3.59003 -2.69418 0.58 0.09 -0.56 0.41
H 0.73066 -4.73936 -3.85702 -2.20 -2.71 -5.48 0.77
H 0.87487 -3.18557 -3.02294 -0.83 1.52 -1.27 0.11
H -0.17529 -5.60580 -2.09312 -0.67 -3.64 0.20 0.69
H -0.75463 -4.13320 -1.82613 -0.01 0.55 1.51 0.34
H 1.42848 -5.80206 1.08961 1.41 -0.35 0.71 0.93
H 0.73108 -6.64019 -0.23133 1.08 -4.80 -3.28 0.93
H -1.25468 -5.84749 -0.03080 -0.44 0.20 1.36 0.35
H -0.78658 -5.05878 1.61344 -0.44 -0.34 -0.75 0.11
H -1.82700 -7.28140 2.16649 1.47 0.25 -0.82 0.33
H -0.03471 -7.11526 2.44048 -0.35 -0.12 0.49 0.39
H -0.52224 -8.14707 1.16779 -0.70 1.34 -0.02 0.32
O 1.93603 2.83198 2.27295 -2.11 -0.35 -0.26 -0.80
C 0.81383 2.51880 1.82313 9.14 2.05 4.03 0.45
O 0.65840 1.48934 1.16393 -1.22 -3.95 -2.94 -0.46
B -0.61135 1.70900 0.52903 -2.50 0.17 -2.69 1.96
O -1.16827 2.97575 1.04104 -1.98 -4.85 -3.38 0.12
C -0.31981 3.30909 1.87537 -2.69 6.99 3.08 0.89
O -0.51921 4.33470 2.48588 1.94 -0.06 1.19 -1.07
O -1.52079 0.54110 0.72527 2.01 3.78 7.56 -0.89
C -1.57295 -0.14010 -0.26423 -7.22 -5.51 -2.18 1.31
O -2.34009 -1.14772 -0.32078 3.60 1.84 -0.39 -0.74
C -1.20098 0.69884 -1.33688 3.62 -2.42 -6.07 -0.39
O -0.58537 1.77429 -1.01328 0.36 1.91 3.37 -0.08
O -1.03482 0.19077 -2.41804 -0.34 0.58 -0.56 -0.64
O -2.46151 5.33711 3.90622 -0.03 -1.22 3.12 -0.73
H -2.44692 4.86123 4.83637 0.06 1.42 -3.08 0.31
H -1.64015 5.08400 3.44226 -0.13 0.07 0.55 0.60
O -3.46680 5.00752 1.36931 0.84 -0.26 2.19 -0.84
H -2.90936 4.58754 0.65405 -1.01 0.34 2.53 0.42
H -3.04135 4.87479 2.32182 -1.47 0.37 -3.04 0.30
O 3.94342 0.45897 3.11338 2.66 -3.14 -1.80 -0.65
H 3.32503 1.09896 3.20211 -3.21 3.54 1.12 0.32
H 3.91103 0.39646 2.13690 0.51 -0.31 0.64 0.32
O -0.89392 -0.15338 -5.47330 6.79 -4.78 4.58 -0.58
H -1.49238 0.28418 -5.86421 -7.29 4.83 -4.96 0.27
H -0.54653 0.48949 -4.84097 0.50 -0.13 0.36 0.33
O -4.16011 3.33835 -0.60471 -1.50 1.29 -0.41 -0.68
H -3.20655 3.35726 -0.74714 -0.46 0.61 -0.16 0.29
H -4.55401 4.28584 -0.59153 1.56 -2.50 0.10 0.28
O 0.83358 5.01959 -0.94295 0.70 2.06 -2.00 -0.61
H 1.10703 5.74533 -1.62669 -0.76 -1.97 1.98 0.27
H 1.07324 4.18410 -1.37161 0.41 -0.34 -0.04 0.18
O 4.21212 3.44849 -0.33614 1.23 1.20 3.77 -0.60
H 3.97930 3.77586 0.58971 0.14 -0.90 -0.91 0.38
H 4.64928 4.26027 -0.54741 0.74 0.77 -1.15 0.31
O 2.43987 2.68986 -1.55855 -3.92 -3.36 -2.09 -0.78
H 2.25853 1.75189 -1.26645 0.13 1.55 -0.68 0.23
H 3.04703 3.00186 -0.92289 1.58 0.96 1.12 0.47
O -1.77642 4.90886 -0.30729 -1.44 -2.06 -0.58 -0.71
H -2.07626 5.76483 -0.40905 -1.34 2.86 -0.37 0.34
H -0.90424 4.92987 -0.56123 3.74 -0.26 -1.19 0.18
O 0.59555 1.63304 -3.89156 -0.49 -0.56 -5.74 -0.62
H 0.51903 1.70691 -3.01239 0.11 0.62 4.97 0.20
H 1.44889 1.81713 -4.26232 0.63 0.31 0.48 0.25
O 3.78788 5.09534 2.02546 -0.77 -4.02 -2.28 -0.68
H 3.19549 4.46515 2.48462 0.20 0.88 0.04 0.35
H 3.94848 5.84851 2.49253 0.37 2.96 2.23 0.27
O -2.14292 3.51937 -3.12249 -4.32 -3.17 -2.48 -0.58
H -1.82136 3.91819 -2.41187 2.24 2.84 4.78 0.26
H -1.57235 3.62885 -3.82156 2.13 0.33 -2.34 0.27
O -0.22005 7.30318 0.61427 -0.01 -0.85 -0.48 -0.69
H -0.17911 6.35973 0.38695 1.01 0.28 0.25 0.25
H -1.15975 7.30553 0.76610 -0.82 0.84 0.60 0.36
O -4.09689 -2.77708 0.42180 -2.85 -3.75 0.36 -0.70
H -4.54216 -2.05358 0.06176 -2.68 1.34 -1.34 0.33
H -3.38003 -2.26006 0.52530 4.97 1.79 1.25 0.39
O -3.03817 -1.10128 -2.97571 -5.24 -3.23 -0.28 -0.72
H -2.46177 -0.60089 -3.43772 3.17 2.13 -1.35 0.36
H -2.89230 -1.32594 -2.07797 1.08 0.31 0.89 0.36
O -2.79517 0.36914 3.28140 -0.44 0.03 1.37 -0.61
H -2.25136 0.26433 4.07907 -0.20 0.03 -0.55 0.30
H -2.23033 0.33137 2.52433 0.53 -0.12 -0.64 0.35
```
Forces are in eV/Å.

---

A structure of composition C28H32Cl2N4PdSe. Source: the OMol25 dataset; level of theory: wB97M-V/def2-TZVPD.

Calculated values
E_HOMO (alpha / beta): -7.20 / -7.20 eV
E_LUMO (alpha / beta): -3.61 / -3.61 eV
Gap between HOMO and LUMO (alpha / beta): 0.1322 / 0.1321 hartree
Net charge: 0
E_tot: -129382.570 eV

```
68
Properties=species:S:1:pos:R:3:forces:R:3:mulliken_charge:R:1
Pd -1.00620 0.03126 -0.66048 -1.63 0.04 1.20 -0.17
C 0.98190 -2.46239 -2.51485 -0.32 0.22 0.08 -1.20
C 0.25016 -2.87823 -1.23057 -0.04 0.04 0.02 2.70
C -0.53512 -4.16789 -1.45311 0.03 0.25 0.05 -1.99
C 1.23782 -2.93131 -0.08979 -0.15 0.38 -0.04 0.86
C 1.69457 -4.13485 0.41199 0.07 -0.02 0.15 -0.49
C 2.61683 -4.16613 1.44365 0.05 0.02 0.04 -1.57
C 3.07030 -2.98307 1.99324 -0.12 -0.16 -0.01 -0.42
C 2.64436 -1.74687 1.52832 -0.30 0.11 -0.28 0.84
C 3.19264 -0.51048 2.20220 0.06 0.00 0.08 0.35
C 4.68121 -0.35810 1.86666 -0.27 0.18 0.02 -1.61
C 2.99547 -0.56390 3.72028 -0.01 0.14 -0.22 -1.61
C 1.73918 -1.71220 0.44150 0.55 -1.04 0.24 -0.76
N 1.29454 -0.54611 -0.13676 -0.84 1.20 -0.32 0.60
C 2.01281 0.50291 -0.39993 -0.08 -0.62 -0.14 -0.73
C 1.47129 1.70342 -0.88932 0.00 0.68 -0.19 0.85
C 2.13286 2.92132 -1.15980 -0.01 -0.67 0.31 -1.76
C 1.16670 3.81038 -1.57852 -0.37 -0.04 -0.17 -0.61
C -0.06156 3.10931 -1.58848 0.11 0.39 -0.10 -0.49
N 0.13463 1.86557 -1.16538 -0.19 -0.92 0.54 0.66
C -1.40882 3.58693 -2.05699 -0.33 -0.11 -0.02 2.42
C -1.82932 2.78500 -3.29666 0.06 -0.07 0.21 -1.11
C -1.38831 5.07151 -2.42033 0.07 -0.27 0.16 -2.34
C -2.44120 3.32947 -0.95014 0.15 -0.17 -0.04 -1.33
H 0.31033 -2.50303 -3.36973 -0.03 -0.04 -0.09 0.33
H 1.81852 -3.13482 -2.69064 0.09 -0.11 -0.02 0.36
H 1.36053 -1.44420 -2.43641 0.06 -0.05 -0.05 0.16
H -0.50280 -2.09428 -0.96498 0.39 -0.52 -0.23 -0.70
H 0.09841 -4.95449 -1.85481 0.09 -0.15 -0.02 0.38
H -1.33051 -3.99045 -2.17542 -0.03 0.03 -0.08 0.40
H -0.98569 -4.51291 -0.52527 -0.05 -0.13 0.10 0.44
H 1.34900 -5.06708 -0.00554 -0.12 -0.06 -0.07 0.37
H 2.97585 -5.11134 1.82352 0.03 -0.08 0.02 0.37
H 3.76860 -3.02488 2.81493 0.12 0.01 0.08 0.33
H 2.65035 0.36922 1.84413 0.08 -0.10 0.04 0.54
H 5.24287 -1.20004 2.26290 0.09 -0.11 0.03 0.38
H 5.07627 0.55353 2.30634 0.12 0.15 0.06 0.42
H 4.84543 -0.32476 0.79104 0.05 -0.01 -0.07 0.37
H 3.56368 -1.37345 4.17067 0.03 -0.09 0.08 0.34
H 1.94390 -0.69651 3.96434 -0.08 -0.05 0.06 0.28
H 3.33803 0.36926 4.16083 0.04 0.11 0.12 0.47
H 3.10318 0.46286 -0.33349 -0.10 -0.05 0.17 0.32
H 3.18303 3.09466 -1.01765 0.22 0.07 -0.03 0.50
H 1.30953 4.83290 -1.86723 0.02 0.20 -0.08 0.58
H -1.10548 2.90440 -4.09927 0.08 0.00 -0.11 0.38
H -2.79869 3.13689 -3.64348 -0.14 0.04 -0.10 0.44
H -1.90878 1.72428 -3.06075 0.02 0.08 -0.10 -0.09
H -0.69267 5.25013 -3.23757 0.06 0.09 -0.07 0.43
H -1.09587 5.67791 -1.56600 0.04 0.14 0.07 0.45
H -2.38260 5.37704 -2.74293 -0.05 0.06 -0.02 0.44
H -2.41396 2.26860 -0.66128 -0.12 0.38 -0.05 0.09
H -3.43909 3.57161 -1.31124 -0.15 0.01 0.01 0.45
H -2.22738 3.93192 -0.06896 0.02 0.05 0.12 0.41
Se -2.64288 -2.13288 -4.74906 -0.60 -0.78 -0.92 -0.16
C -2.04827 -1.17979 -3.44027 0.87 0.88 0.85 0.11
N -1.58818 -0.50118 -2.60239 0.66 0.14 0.55 -0.89
Cl -3.72398 -0.23943 -0.36633 0.16 -0.10 0.56 -0.03
C -3.72585 -0.10059 1.35423 -0.05 0.30 -0.45 0.98
C -4.90286 -0.05828 2.05293 -0.42 -0.12 -0.33 -0.88
C -4.88031 0.02150 3.44219 0.56 -0.03 -0.45 -0.19
C -3.66591 0.07635 4.11791 0.03 0.06 0.31 -0.68
C -2.48075 0.08119 3.42457 0.87 -0.05 0.28 0.58
Cl -0.98050 0.18533 4.24836 -0.39 -0.01 -0.01 -0.11
C -2.43157 0.01914 1.98628 -1.52 -0.15 -0.76 -0.35
N -1.34083 0.11234 1.31491 2.78 0.45 -1.24 -0.40
H -5.83423 -0.09405 1.50942 -0.12 -0.06 0.03 0.46
H -5.80676 0.03324 3.99151 -0.12 0.02 0.10 0.41
H -3.64788 0.12858 5.19300 0.04 0.02 0.15 0.44
```
Forces are in eV/Å.

---

A cluster of 2 separate species, C33H56F4N2O6PS in total. Source: the OMol25 dataset; level of theory: wB97M-V/def2-TZVPD.

Calculated values
E_HOMO: -10.85 eV
E_LUMO: -4.54 eV
Gap between HOMO and LUMO: 0.2319 hartree
Net charge: +1
E_tot: -81360.781 eV

```
103
Properties=species:S:1:pos:R:3:forces:R:3:mulliken_charge:R:1
C 0.52475 -3.78613 -2.70266 -0.35 0.94 0.35 -0.51
O -0.07537 -5.03282 -2.17903 1.42 1.35 1.75 -0.39
C -0.20271 -4.95321 -0.68793 -1.33 0.76 0.10 -0.49
C -1.49100 -3.93964 -0.40869 0.25 -0.40 0.31 0.03
C -2.04090 -4.03389 1.13996 -0.44 0.37 -0.43 -0.70
C -2.55793 -2.53661 1.57350 -0.61 0.56 0.22 0.20
C -1.97800 -1.99864 3.01447 -0.95 -0.42 0.45 -0.30
C -0.35658 -2.14836 3.20474 -0.46 0.43 0.28 -0.87
C 0.53793 -1.64294 1.92098 -0.29 0.46 0.51 0.24
C 0.47604 0.02046 1.92271 0.81 -1.19 0.04 0.06
C 1.64298 0.68165 0.92315 -0.99 -0.55 0.46 -0.30
C 1.24091 2.24927 0.66543 -1.22 -0.50 -0.92 0.76
C 0.76532 2.71219 -0.86783 1.14 2.06 2.03 -0.69
C 0.22208 1.75301 -2.08203 0.58 1.08 -0.68 -0.83
C -1.40989 1.65835 -2.21663 0.14 -0.41 -0.41 -0.10
C -2.16766 3.11160 -2.22341 -0.44 -0.70 -1.64 -0.39
N -3.57786 2.90677 -1.71105 1.02 1.58 0.47 -0.20
C -4.06151 4.05831 -0.85662 -1.50 0.18 0.45 -0.52
C -4.48504 3.62635 0.68514 -1.36 -0.48 3.36 0.57
C -5.55100 4.61911 1.45586 1.47 -3.35 2.33 -0.63
C -6.02980 4.28886 2.99420 2.70 -2.50 -2.25 -0.41
C -5.47392 2.94862 3.76689 1.22 0.83 -3.51 -0.43
C -4.41621 1.92219 3.03840 -1.52 3.91 -2.19 -0.25
C -3.92548 2.31428 1.49363 -2.16 1.68 1.79 0.04
O -2.94223 1.39356 0.88663 -3.25 0.46 0.15 -0.35
N 0.94436 4.10142 -0.85055 -0.45 -3.00 -0.44 0.42
C 1.51924 4.75442 0.42338 1.70 0.48 1.78 -0.89
C 0.40760 5.58802 1.28893 -2.22 0.51 0.01 -0.07
C -1.01087 4.80763 1.54593 -0.90 0.18 0.01 -0.26
F 0.87429 6.09723 2.59842 -0.52 -1.47 -3.20 -0.32
C 2.28070 3.45312 1.06067 -2.53 -1.31 -1.42 0.67
P 4.05651 3.46614 0.34128 1.96 0.46 0.61 0.09
C 4.79354 1.71445 0.15843 -0.90 -1.39 -1.71 -0.76
C 4.14308 4.23433 -1.40367 -0.37 0.53 -1.92 -0.80
S 2.60551 3.34182 2.90135 6.94 1.66 4.73 1.44
C 1.06928 3.06492 3.95562 -1.59 -0.38 1.35 -0.73
O 3.58910 2.16516 3.27580 -4.20 2.75 -2.38 -0.61
O 3.38638 4.64773 3.32226 -4.01 -4.00 -1.89 -0.66
H 1.10499 -3.18343 -1.85977 -1.02 -1.41 -1.60 0.17
H 1.27988 -4.02199 -3.56631 -1.69 0.34 1.58 0.29
H -0.36039 -3.06173 -3.03821 1.97 -1.57 0.35 0.17
H -0.43509 -5.99510 -0.19456 0.46 1.86 -1.50 0.35
H 0.79367 -4.55166 -0.18712 -2.02 -0.65 -1.10 0.20
H -1.15983 -2.83796 -0.69138 -0.66 -2.22 0.76 -0.21
H -2.41275 -4.19256 -1.10976 2.21 0.29 1.25 0.39
H -2.97186 -4.77862 1.16114 2.10 1.64 -0.04 0.38
H -1.26217 -4.47548 1.90569 -1.33 1.06 -1.66 0.29
H -2.29818 -1.68943 0.77434 -0.35 -2.04 1.43 -0.50
H -3.75016 -2.58862 1.57808 2.58 0.35 0.28 0.48
H -2.34597 -0.88031 3.21110 0.90 -2.35 -0.61 -0.20
H -2.51888 -2.65527 3.84987 1.31 1.44 -1.63 0.40
H -0.14598 -3.25311 3.53064 -0.15 2.13 -0.85 0.34
H -0.05426 -1.44961 4.11989 -0.57 -1.62 -1.85 0.37
H 0.11893 -2.01132 0.88082 0.86 0.51 2.19 -0.34
H 1.62857 -2.05624 2.08661 -2.06 1.03 -0.50 0.41
H 0.69891 0.33053 3.05392 -0.57 -0.36 -2.59 -0.17
H -0.61301 0.30911 1.59382 2.06 -0.27 0.68 -0.16
H 1.63939 0.11365 -0.10138 0.13 0.96 1.97 0.00
H 2.65711 0.51152 1.48532 -1.89 0.73 -1.35 0.29
H 0.18822 2.31296 1.22501 2.11 0.42 -1.03 -0.34
H 0.66326 0.67256 -1.97757 -0.70 2.28 0.10 0.27
H 0.65284 2.22263 -3.09119 -0.84 -0.93 2.23 0.42
H -1.80396 0.89887 -1.40960 0.63 1.97 -1.38 -0.21
H -1.63469 1.14671 -3.27043 0.71 1.05 2.31 0.40
H -1.58679 3.97714 -1.68411 -1.32 -1.90 -0.66 0.06
H -2.26135 3.44782 -3.36439 0.60 -0.59 2.30 0.33
H -4.24672 2.65039 -2.46980 0.96 0.71 0.95 0.30
H -3.30074 4.94646 -0.74728 -1.25 -1.84 -0.44 0.17
H -5.02305 4.49730 -1.41039 1.94 -0.74 1.63 0.41
H -5.94474 5.57949 0.89901 0.85 -2.22 1.27 0.27
H -6.78598 5.00187 3.53806 1.70 -1.62 -1.22 0.31
H -5.85666 2.77250 4.86712 0.96 0.24 -2.55 0.30
H -3.98271 0.93416 3.53350 -1.11 2.45 -1.14 0.18
H -3.52143 0.71624 0.38913 1.32 1.53 1.01 0.30
H 0.73796 4.66688 -1.70356 0.21 -0.58 1.05 0.45
H 2.36565 5.57729 0.27189 -1.83 -1.88 -0.43 0.43
H 0.13762 6.55310 0.63957 0.85 -2.03 1.46 0.36
H -1.06085 4.23851 2.58110 0.33 1.18 -2.29 0.06
H -1.90192 5.59667 1.57377 2.05 -1.62 0.00 0.45
H -1.30056 4.05771 0.66330 0.80 1.57 1.96 -0.42
H 5.79406 1.81991 -0.46946 -2.02 -0.10 1.60 0.38
H 4.05967 1.07937 -0.53563 1.65 1.08 1.39 0.16
H 4.92327 1.11883 1.15839 -0.11 1.61 -1.86 0.26
H 3.62445 5.30485 -1.48597 1.13 -2.36 0.42 0.26
H 3.68923 3.57570 -2.25848 0.83 1.13 1.43 0.22
H 5.28328 4.43443 -1.69338 -2.45 -0.63 0.98 0.37
H 1.34682 2.29002 4.82027 -0.09 1.76 -2.17 0.44
H 0.70821 4.06138 4.48147 1.09 -1.87 -1.46 0.34
H 0.16298 2.59278 3.38603 1.90 0.94 0.80 0.02
C 1.84759 -8.70454 -2.77660 0.27 -0.26 -0.08 -1.27
C 1.92932 -7.36159 -3.47819 -0.82 -0.21 0.36 0.36
O 3.29503 -7.02906 -3.76895 1.30 -0.27 -1.60 -0.33
C 3.81980 -7.57572 -4.91222 -3.07 -1.14 0.00 0.37
O 3.19294 -8.31289 -5.66802 1.97 1.75 1.51 -0.52
C 5.25726 -7.10159 -5.12321 2.60 0.43 -0.43 0.86
F 5.99662 -7.13039 -3.97702 -0.99 -0.10 -0.77 -0.24
F 5.31174 -5.81655 -5.57723 -0.54 -0.95 0.36 -0.25
F 5.93981 -7.85514 -6.03109 -1.18 0.55 0.90 -0.24
H 2.48219 -8.71177 -1.88417 -0.16 0.10 -0.06 0.32
H 0.81807 -8.92551 -2.48098 0.12 0.08 -0.06 0.37
H 2.20312 -9.51026 -3.42607 -0.15 0.11 0.03 0.36
H 1.54542 -6.57824 -2.81598 0.35 -0.04 -0.22 -0.15
H 1.31715 -7.34235 -4.38710 0.32 -0.07 0.04 0.34
```
Forces are in eV/Å.